{
  "formula": "C16H39N2O4P2Si",
  "method": "the ωB97M-V functional and the def2-TZVPD basis",
  "charge": 1,
  "e_lumo_ev": -7.84,
  "symbols": ["C", "C", "C", "C", "C", "Si", "C", "N", "C", "P", "P", "O", "O", "O", "H", "H", "H", "H", "H", "H", "H", "H", "H", "H", "H", "H", "H", "H", "H", "H", "H", "H", "H", "H", "H", "C", "C", "C", "C", "C", "C", "N", "O", "C", "C", "C", "H", "H", "H", "H", "H", "H", "H", "H", "H", "H", "H", "H", "H", "H", "H", "H", "H", "H"],
  "positions_angstrom": [[6.851, 0.054, 3.578], [6.150, 0.613, 2.172], [4.973, -0.464, 1.794], [3.749, 0.160, 0.872], [4.157, 0.421, -0.697], [2.378, -1.246, 0.832], [0.618, -0.542, 0.500], [0.222, 0.640, 1.354], [0.571, 0.463, 2.814], [2.982, -2.905, -0.478], [3.804, -4.434, 0.894], [4.648, -3.780, 2.100], [2.436, -5.219, 1.647], [4.741, -5.656, 0.047], [6.830, -1.135, 3.567], [6.110, 0.391, 4.446], [7.945, 0.447, 3.717], [5.718, 1.704, 2.282], [6.919, 0.615, 1.288], [5.385, -1.420, 1.219], [4.444, -0.889, 2.775], [3.270, 1.134, 1.313], [4.556, 1.505, -0.895], [3.233, 0.253, -1.423], [5.033, -0.333, -0.971], [2.345, -1.803, 2.209], [0.580, -0.185, -0.631], [-0.199, -1.368, 0.634], [0.541, 1.555, 0.966], [1.654, 0.876, 3.100], [-0.180, 1.166, 3.420], [0.378, -0.625, 3.236], [4.117, -2.496, -1.271], [2.033, -4.509, 2.233], [5.693, -5.311, -0.088], [-4.794, 1.141, 0.414], [-3.630, 1.421, -0.577], [-3.840, 2.813, -1.229], [-4.988, 2.829, -2.232], [-4.816, 1.739, -3.284], [-4.546, 0.325, -2.701], [-3.529, 0.321, -1.595], [-2.257, 0.412, -2.190], [-5.864, -0.306, -2.184], [-4.151, -0.607, -3.899], [-2.377, 1.488, 0.357], [-4.691, 1.745, 1.325], [-5.778, 1.391, 0.021], [-4.801, 0.090, 0.728], [-2.922, 3.128, -1.741], [-4.029, 3.569, -0.456], [-5.949, 2.713, -1.722], [-5.023, 3.807, -2.726], [-5.711, 1.719, -3.920], [-3.985, 2.033, -3.940], [-5.671, -1.254, -1.668], [-6.549, -0.526, -3.013], [-6.428, 0.340, -1.513], [-3.298, -0.221, -4.469], [-4.977, -0.699, -4.615], [-3.904, -1.617, -3.551], [-2.218, 0.529, 0.868], [-2.504, 2.255, 1.130], [-1.456, 1.747, -0.177]],
  "forces_ev_per_a": [[-1.05, 0.03, -0.42], [0.08, -1.06, 0.01], [-0.94, 0.20, -0.08], [0.13, -0.18, -0.64], [0.53, 0.01, -0.06], [1.10, 1.83, 1.59], [-1.24, 0.51, -1.71], [1.11, -1.11, 0.57], [-0.56, 1.52, 1.52], [-0.23, -1.44, -1.59], [3.38, 0.09, 5.46], [-2.84, -2.22, -4.67], [1.81, 2.01, -1.63], [-0.93, 2.89, 1.06], [0.22, 2.59, -0.06], [1.92, -0.68, -1.66], [-2.25, -0.71, -0.10], [0.84, -2.25, -0.08], [-1.35, 0.10, 1.72], [-0.68, 2.09, 1.34], [1.37, 0.97, -1.95], [1.05, -1.75, -0.62], [-0.74, -2.06, 0.46], [1.94, 0.31, 1.38], [-1.96, 1.60, 0.40], [-0.18, -0.25, -0.15], [-0.12, -0.79, 2.15], [1.44, 1.33, -0.32], [-0.01, -1.29, 0.65], [-2.13, -1.29, -0.62], [1.61, -1.49, -1.18], [0.58, 2.24, -1.29], [-0.37, -0.19, 0.85], [0.91, -1.10, -0.82], [-2.19, -0.50, 0.63], [-0.46, -0.27, -0.10], [-0.16, -0.32, 3.84], [-0.11, 0.35, -1.35], [-0.11, -0.35, 0.22], [0.61, 1.27, 0.33], [-2.27, -3.05, -1.42], [7.05, 5.32, -5.61], [-6.30, -1.69, 3.64], [-0.33, 0.07, 0.44], [0.84, 0.30, 0.25], [0.28, -0.20, -0.84], [0.30, -0.11, -0.37], [0.10, -0.11, -0.06], [0.00, 0.20, -0.07], [0.06, -0.30, 0.12], [0.12, -0.57, 0.20], [0.07, 0.04, -0.02], [0.03, -0.13, 0.04], [0.20, -0.55, 0.24], [0.05, -0.34, 0.16], [0.00, 0.19, -0.10], [0.46, 0.12, 0.06], [0.13, -0.04, 0.03], [-0.10, -0.07, 0.29], [0.02, 0.22, 0.48], [-0.04, 0.22, 0.02], [-0.02, 0.25, -0.20], [-0.32, -0.19, -0.31], [-0.36, -0.22, -0.05]],
  "nbo_charge": [-0.631, -0.415, -0.426, -0.642, -0.647, 1.122, -0.681, -0.645, -0.460, -0.314, 1.959, -1.063, -0.950, -0.953, 0.226, 0.210, 0.225, 0.204, 0.207, 0.235, 0.224, 0.227, 0.232, 0.193, 0.222, -0.156, 0.226, 0.224, 0.375, 0.209, 0.210, 0.229, 0.077, 0.508, 0.523, -0.635, 0.086, -0.387, -0.418, -0.394, 0.097, 0.239, -0.116, -0.635, -0.613, -0.602, 0.248, 0.219, 0.234, 0.228, 0.257, 0.215, 0.259, 0.258, 0.229, 0.233, 0.247, 0.222, 0.235, 0.243, 0.238, 0.254, 0.241, 0.231]
}



{
  "formula": "C16H39N3O7P",
  "method": "the ωB97M-V functional and the def2-TZVPD basis",
  "charge": -1,
  "e_above_lowest_kj_mol": 180.83,
  "e_lumo_ev": 2.67,
  "symbols": ["C", "C", "N", "P", "C", "O", "C", "O", "O", "H", "H", "H", "H", "H", "H", "H", "H", "H", "C", "O", "C", "C", "N", "C", "C", "O", "C", "H", "H", "H", "H", "H", "H", "H", "H", "H", "H", "H", "H", "H", "H", "H", "C", "O", "C", "C", "N", "C", "C", "O", "C", "H", "H", "H", "H", "H", "H", "H", "H", "H", "H", "H", "H", "H", "H", "H"],
  "positions_angstrom": [[-0.312, -3.494, 4.474], [-1.532, -2.801, 3.714], [-2.780, -2.666, 4.578], [-4.073, -3.356, 3.591], [-5.782, -2.890, 4.246], [-3.908, -5.087, 3.798], [-1.178, -1.372, 3.069], [-1.425, -0.247, 3.614], [-0.592, -1.363, 1.799], [-0.590, -4.554, 4.847], [0.552, -3.663, 3.727], [0.059, -2.915, 5.396], [-1.799, -3.490, 2.826], [-2.635, -3.193, 5.456], [-6.493, -2.732, 3.351], [-5.823, -1.927, 4.854], [-6.289, -3.711, 4.884], [-3.197, -5.312, 3.150], [4.997, 0.673, -2.939], [5.209, 0.275, -1.594], [4.391, 0.981, -0.657], [3.319, 0.063, -0.066], [2.300, -0.277, -1.058], [1.406, -1.363, -0.645], [2.030, -2.740, -0.374], [2.544, -3.389, -1.539], [3.849, -2.984, -1.912], [5.786, 0.231, -3.549], [4.035, 0.306, -3.309], [5.047, 1.761, -3.043], [3.948, 1.885, -1.093], [5.054, 1.300, 0.154], [2.842, 0.564, 0.781], [3.827, -0.833, 0.306], [2.758, -0.553, -1.920], [0.672, -1.483, -1.449], [0.849, -1.042, 0.242], [1.228, -3.388, -0.007], [2.781, -2.717, 0.424], [4.472, -2.732, -1.051], [3.800, -2.149, -2.613], [4.320, -3.818, -2.441], [-3.824, 4.226, -0.762], [-3.576, 3.065, -1.539], [-3.266, 3.347, -2.902], [-1.793, 3.055, -3.198], [-0.915, 4.029, -2.550], [0.501, 3.652, -2.558], [0.904, 2.358, -1.833], [0.763, 2.418, -0.419], [-0.550, 2.155, 0.059], [-4.236, 3.908, 0.197], [-2.896, 4.773, -0.569], [-4.550, 4.883, -1.251], [-3.537, 4.373, -3.185], [-3.878, 2.669, -3.506], [-1.630, 3.087, -4.281], [-1.586, 2.038, -2.849], [-1.205, 4.145, -1.585], [1.044, 4.480, -2.090], [0.845, 3.601, -3.598], [1.973, 2.207, -2.014], [0.408, 1.470, -2.237], [-1.082, 1.427, -0.558], [-1.116, 3.086, 0.138], [-0.464, 1.746, 1.068]],
  "forces_ev_per_a": [[0.18, -0.42, -0.03], [0.28, -0.10, -0.54], [-0.51, -1.64, -0.32], [0.88, 0.28, -0.83], [-1.45, -0.61, 1.10], [0.12, 1.18, -0.16], [1.92, 3.27, -4.12], [0.11, -3.45, -0.02], [-2.05, -1.53, 4.84], [0.14, 1.62, -0.57], [-1.33, 0.58, 1.20], [-0.57, -0.63, -1.53], [0.72, 1.18, 1.12], [-0.16, 0.49, -0.48], [1.43, -0.31, 1.19], [0.45, -1.23, -0.80], [0.88, 1.17, -0.83], [-0.92, 0.24, 0.72], [0.12, -0.29, 0.26], [-0.09, 0.39, -0.40], [-0.14, -0.40, 0.60], [-0.02, 0.21, -0.53], [0.41, -0.22, -0.02], [-0.04, 0.05, 0.03], [-0.62, 0.14, 0.01], [0.42, 0.04, 0.18], [-0.36, -0.38, -0.22], [0.00, -0.02, 0.09], [-0.05, 0.17, -0.11], [-0.08, 0.03, -0.03], [0.02, -0.19, -0.10], [-0.03, 0.01, -0.03], [-0.05, -0.03, -0.07], [0.15, 0.05, 0.19], [0.04, 0.03, 0.15], [0.00, -0.09, 0.08], [0.01, -0.17, 0.05], [0.03, 0.12, -0.06], [0.14, 0.08, -0.13], [-0.05, 0.15, 0.00], [0.24, 0.19, 0.06], [-0.05, -0.02, 0.06], [0.10, -0.35, 0.08], [-0.15, 0.55, -0.16], [0.29, -0.51, -0.12], [-0.20, 0.32, 0.42], [-0.08, -0.08, -0.16], [-0.10, 0.03, 0.35], [0.22, 0.36, 0.15], [-0.07, 0.03, -0.62], [0.26, -0.05, 0.54], [0.06, -0.08, -0.09], [-0.09, 0.18, -0.01], [0.03, 0.07, -0.03], [0.12, -0.02, 0.18], [0.03, 0.03, -0.01], [0.02, 0.02, 0.01], [-0.12, -0.12, -0.13], [0.03, -0.10, -0.12], [0.04, -0.09, -0.03], [-0.06, -0.09, -0.01], [-0.12, -0.01, -0.01], [-0.08, 0.04, 0.09], [0.02, 0.05, -0.03], [-0.24, 0.01, -0.11], [0.02, -0.12, -0.15]],
  "nbo_charge": [-0.631, -0.152, -0.911, 1.171, -0.996, -1.002, 0.736, -0.717, -0.877, 0.190, 0.234, 0.213, 0.188, 0.365, 0.239, 0.251, 0.224, 0.486, -0.243, -0.560, -0.070, -0.243, -0.628, -0.279, -0.087, -0.558, -0.241, 0.183, 0.161, 0.165, 0.172, 0.179, 0.215, 0.162, 0.334, 0.187, 0.280, 0.207, 0.157, 0.172, 0.153, 0.172, -0.243, -0.546, -0.067, -0.244, -0.638, -0.248, -0.075, -0.553, -0.251, 0.199, 0.159, 0.160, 0.168, 0.179, 0.181, 0.182, 0.357, 0.194, 0.178, 0.184, 0.173, 0.179, 0.136, 0.232]
}



{
  "formula": "C16H39NO18PS4",
  "method": "the ωB97M-V functional and the def2-TZVPD basis",
  "charge": -1,
  "e_above_lowest_kj_mol": 32.83,
  "e_lumo_ev": 1.82,
  "symbols": ["O", "C", "C", "C", "N", "P", "O", "O", "O", "C", "O", "O", "H", "H", "H", "H", "H", "H", "H", "O", "S", "O", "O", "C", "C", "C", "H", "H", "H", "H", "H", "H", "H", "H", "O", "S", "O", "O", "C", "C", "C", "H", "H", "H", "H", "H", "H", "H", "H", "O", "S", "O", "O", "C", "C", "C", "H", "H", "H", "H", "H", "H", "H", "H", "O", "S", "O", "O", "C", "C", "C", "H", "H", "H", "H", "H", "H", "H", "H"],
  "positions_angstrom": [[-4.773, -2.895, -1.006], [-5.182, -1.765, -1.095], [-5.387, -1.026, -2.371], [-4.392, 0.124, -2.626], [-4.183, 0.957, -1.402], [-2.777, 0.854, -0.547], [-2.375, -0.460, -0.062], [-1.682, 1.635, -1.313], [-3.053, 1.827, 0.732], [-3.101, -0.394, -3.349], [-2.821, -1.595, -3.171], [-2.553, 0.442, -4.059], [-5.471, -1.267, -0.144], [-5.304, -1.694, -3.206], [-6.389, -0.609, -2.406], [-4.869, 0.778, -3.339], [-4.958, 0.877, -0.765], [-0.844, 1.502, -0.861], [-3.797, 1.427, 1.185], [2.667, -1.049, 1.772], [1.450, -0.296, 1.871], [1.346, 0.963, 1.193], [1.142, -0.063, 3.423], [2.213, 0.491, 4.205], [2.383, 1.977, 3.970], [0.068, -1.295, 1.481], [3.138, -0.049, 3.990], [1.959, 0.300, 5.246], [2.710, 2.164, 2.951], [3.135, 2.382, 4.648], [1.446, 2.512, 4.120], [0.144, -2.232, 2.027], [0.087, -1.477, 0.408], [-0.841, -0.759, 1.737], [-9.160, -0.703, -0.808], [-9.937, -0.511, 0.374], [-9.393, 0.179, 1.501], [-10.499, -1.920, 0.847], [-9.542, -2.990, 1.020], [-8.743, -2.854, 2.301], [-11.481, 0.223, -0.048], [-8.889, -3.044, 0.148], [-10.134, -3.902, 1.043], [-8.084, -1.988, 2.266], [-8.130, -3.741, 2.453], [-9.408, -2.728, 3.156], [-11.912, -0.322, -0.882], [-11.278, 1.253, -0.331], [-12.132, 0.193, 0.821], [6.303, 3.677, 1.987], [6.033, 2.273, 1.963], [5.760, 1.563, 3.174], [7.230, 1.540, 1.199], [8.576, 1.788, 1.640], [8.917, 1.036, 2.912], [4.774, 1.922, 0.785], [8.734, 2.861, 1.756], [9.215, 1.450, 0.825], [8.344, 1.411, 3.759], [9.977, 1.147, 3.141], [8.686, -0.024, 2.805], [5.013, 2.427, -0.148], [3.836, 2.293, 1.189], [4.715, 0.846, 0.644], [5.783, 1.305, -2.538], [6.655, 0.187, -2.727], [7.936, 0.368, -3.336], [5.863, -0.951, -3.502], [5.198, -0.594, -4.732], [6.162, -0.457, -5.894], [6.853, -0.669, -1.206], [4.616, 0.317, -4.584], [4.495, -1.401, -4.922], [6.827, 0.396, -5.760], [5.609, -0.315, -6.822], [6.784, -1.347, -5.983], [5.874, -0.833, -0.766], [7.456, -0.036, -0.561], [7.360, -1.612, -1.392]],
  "forces_ev_per_a": [[-0.27, 0.00, -0.02], [0.17, -0.84, 0.25], [0.26, 0.59, -0.08], [-0.55, -0.13, 0.17], [0.72, -0.13, -0.51], [-0.98, -0.08, 0.91], [0.38, -0.96, 0.35], [0.44, 0.84, -0.61], [-0.28, 0.10, -0.57], [-0.06, -0.97, 0.53], [-0.13, 0.03, 0.10], [0.57, 1.11, -0.69], [0.03, 0.36, -0.08], [0.18, -0.53, -0.26], [-0.42, 0.12, 0.40], [-0.08, 0.30, -0.29], [-0.30, 0.22, 0.03], [0.44, -0.07, -0.12], [-0.11, 0.04, 0.59], [0.24, 0.13, -0.16], [-0.48, -0.28, 0.30], [0.17, 0.08, -0.22], [-0.12, -0.13, -0.15], [0.45, 0.27, 0.29], [0.00, 0.10, -0.08], [0.04, -0.07, 0.14], [-0.04, -0.01, -0.08], [-0.21, -0.12, -0.07], [0.00, 0.06, 0.03], [0.02, -0.07, 0.02], [-0.03, -0.06, 0.04], [0.08, 0.01, 0.03], [-0.06, 0.08, -0.02], [-0.03, 0.02, -0.14], [0.27, 0.08, -0.06], [-0.41, -0.16, 0.03], [0.18, 0.13, 0.02], [-0.14, 0.09, 0.00], [0.44, -0.42, 0.12], [-0.01, 0.25, 0.02], [-0.10, -0.05, -0.01], [-0.05, 0.14, -0.04], [-0.19, 0.11, -0.05], [0.02, -0.02, -0.03], [-0.03, -0.04, -0.06], [-0.02, -0.07, 0.00], [0.01, -0.02, -0.01], [0.07, 0.00, 0.00], [0.02, 0.00, 0.02], [0.15, 0.13, 0.30], [-0.41, -0.34, -0.68], [0.06, 0.15, 0.27], [0.04, -0.04, -0.05], [0.43, 0.05, 0.26], [-0.19, 0.02, 0.11], [0.11, 0.05, -0.06], [-0.14, 0.02, -0.01], [-0.16, -0.01, -0.12], [0.00, 0.02, -0.01], [0.02, 0.01, -0.07], [0.05, -0.02, -0.04], [0.04, -0.03, -0.01], [0.00, -0.01, 0.02], [-0.06, -0.01, 0.08], [0.05, 0.28, -0.06], [-0.19, -0.51, 0.12], [0.11, 0.20, -0.03], [0.11, -0.03, 0.13], [-0.24, 0.14, -0.55], [0.20, 0.09, 0.13], [0.00, -0.13, 0.03], [0.07, 0.01, 0.13], [0.03, -0.08, 0.20], [-0.02, 0.02, 0.00], [-0.07, -0.04, 0.03], [-0.05, -0.04, -0.03], [-0.02, -0.02, -0.01], [-0.03, 0.08, -0.01], [-0.01, 0.00, -0.06]],
  "mulliken_charge": [-0.523, 0.242, -0.608, -0.087, -0.254, 0.878, -0.588, -0.465, -0.574, 0.404, -0.702, -0.737, 0.206, 0.353, 0.303, 0.223, 0.285, 0.324, 0.297, -0.715, 1.457, -0.589, -0.326, -0.425, -0.388, -1.075, 0.343, 0.277, -0.242, 0.369, 0.320, 0.432, 0.395, 0.266, -0.576, 1.218, -0.618, -0.285, -0.320, -0.989, -0.988, 0.327, 0.257, 0.274, 0.389, 0.291, 0.311, 0.368, 0.334, -0.696, 1.204, -0.600, -0.082, -0.473, -1.035, -0.691, 0.389, 0.290, 0.291, 0.389, 0.276, 0.330, 0.333, 0.026, -0.613, 1.225, -0.640, -0.281, -0.359, -0.972, -0.650, 0.333, 0.284, 0.293, 0.393, 0.258, 0.249, 0.034, 0.425]
}